6
Properties=species:S:1:pos:R:3:forces:R:3 method="wB97M-V/def2-TZVPD" e_lumo_ev=0.74 multiplicity=1 de_lowest_kcal_mol=37.6 orbital_gap_ev=8.5 mol_weight_g_mol=52.1 energy_ha=-475.75111 homo_energy_ev=-7.77
S -0.122951 -0.820113 0.110915 -0.2841 -3.8408 1.1226
H -1.447945 -0.842715 0.275142 -0.0670 -0.2111 -0.4741
O 0.353123 1.363371 -0.142157 0.1050 4.3906 -0.5722
H 0.738535 1.744625 0.655384 0.2825 -0.0156 0.1716
H -0.019726 -1.152195 -1.172653 -0.4812 -0.0039 -0.1660
H -0.266396 2.073175 -0.418818 0.4448 -0.3191 -0.0818

28
Properties=species:S:1:pos:R:3:forces:R:3 method="wB97M-V/def2-TZVPD" e_lumo_ev=-2.85 multiplicity=1 de_lowest_kcal_mol=60.6 orbital_gap_ev=9.4 mol_weight_g_mol=174.2 energy_ha=-782.16777 total_charge=+1 homo_energy_ev=-12.27
C -1.792679 -0.884356 2.273399 0.1491 -0.4871 1.2064
C -0.810899 -0.066947 1.818648 -1.8079 -0.9019 -1.4099
C 0.689710 0.663403 -1.955318 0.2591 2.9209 -0.5873
C -2.125598 -1.176694 3.769997 4.1425 0.4993 0.4084
C 1.986508 1.302961 0.781777 0.9668 -2.0487 -1.6703
C -0.376295 -0.705000 -3.623673 1.1247 -0.2674 0.2581
C 1.586266 -0.001331 0.112869 -1.8067 0.3582 3.7807
N 0.554739 0.392992 -3.345539 0.3278 -0.4277 1.7679
N -0.346095 0.094166 0.450554 0.2982 -0.7451 0.5375
N 1.541321 -0.147259 -1.180618 -0.0011 -1.4331 -2.9462
P -1.000663 0.687102 -0.869563 0.9664 -2.5563 0.4045
H -2.425419 -1.522945 1.669879 0.4894 0.0771 -0.8447
H -0.387796 0.717920 2.366029 0.7214 0.4638 1.6927
H 1.213667 1.638600 -1.840935 -1.3509 0.1421 -0.1794
H -2.046365 -2.243994 4.129535 0.3141 0.7867 -1.1663
H -1.306688 -0.617668 4.373398 -1.5260 -0.8292 -0.6425
H -3.058069 -0.916559 4.150640 -1.7977 1.0482 0.0791
H 1.513111 2.084514 0.233486 0.4194 1.0364 -0.2895
H 1.714184 1.372552 1.800028 -0.3303 -0.2496 1.0190
H 3.083947 1.160617 0.708110 -0.2872 1.2159 0.0569
H -0.131684 -1.537257 -2.869587 -0.7160 1.0821 -1.1451
H -1.420823 -0.354288 -3.549906 0.2802 -0.6100 -0.2353
H -0.073846 -1.068994 -4.609104 -0.7408 -0.2282 0.1021
H 1.919912 -0.896950 0.642589 -0.2407 0.1673 -0.0783
H 0.505234 1.253974 -3.873695 -0.2831 -0.3931 -0.2057
H 1.504661 -1.075420 -1.546829 0.3592 -0.9148 0.2721
H -1.527141 1.909069 -0.813012 -0.5762 1.8671 -0.0074
H -2.128973 -0.094004 -1.291821 0.6461 0.4269 -0.1774

51
Properties=species:S:1:pos:R:3:forces:R:3 method="wB97M-V/def2-TZVPD" e_lumo_ev=2.38 multiplicity=1 de_lowest_kcal_mol=70.3 orbital_gap_ev=7.6 mol_weight_g_mol=346.8 energy_ha=-1550.23274 total_charge=-1 homo_energy_ev=-5.18
Cl -1.146271 -1.046220 1.046062 -3.0867 2.2291 -0.6602
O -2.212041 -0.884064 2.012647 0.3978 -1.1103 0.9163
O 0.042853 -0.460908 1.466818 3.2745 1.2198 1.9913
O -0.876448 -2.403934 0.740808 -0.4725 -1.5175 -0.6105
O -1.599458 -0.234954 -0.059587 -0.0425 -0.8213 -1.6476
C 0.846408 -4.356475 -6.563477 -0.4008 -0.7323 0.2290
C 0.630819 -2.902326 -6.326246 0.3561 1.1489 0.1404
N -0.754267 -2.463340 -6.399969 2.4767 -1.9492 -0.4291
C -0.916528 -1.281984 -7.175046 -2.2196 1.4618 -0.2991
C -1.214386 0.032411 -6.380031 -0.5565 -0.5496 -0.7030
C -1.567418 -2.564226 -5.242062 -0.4024 0.9590 1.2869
C -3.054078 -2.652274 -5.530455 -0.2210 0.4607 -0.2443
H 1.900163 -4.626897 -6.631150 0.0645 0.1996 -0.2737
H 0.318569 -4.473281 -7.509969 0.1893 -0.8802 -0.0550
H 0.439962 -5.018510 -5.798884 -0.3348 0.0610 -0.0183
H 1.139247 -2.484899 -5.457126 0.1951 -0.1579 0.4667
H 1.120825 -2.454829 -7.190976 0.0979 0.3340 0.1161
H -0.153225 -0.987857 -7.895434 0.5238 -0.8647 0.2844
H -1.745346 -1.630266 -7.791348 -0.6297 1.2703 -0.4751
H -1.832427 -0.160908 -5.503249 0.4881 0.1398 0.1543
H -0.282407 0.553711 -6.161440 -0.1809 -0.0025 0.3752
H -1.859787 0.686731 -6.966034 0.2702 0.1449 -0.3622
H -1.336729 -1.724906 -4.586007 -0.3598 0.4505 0.2573
H -1.362437 -3.354380 -4.519759 0.5736 -0.7450 -0.8010
H -3.582893 -2.504288 -4.588881 -0.1917 -0.8730 0.0657
H -3.229788 -3.563301 -6.102525 -0.3733 -0.3544 0.5771
H -3.522976 -1.887549 -6.149654 0.6380 0.4858 -0.2642
C 0.574703 -1.299400 7.620300 -1.7963 -0.2226 0.1859
O -0.435204 -1.480821 8.273618 -0.1780 0.0635 0.0064
N 1.789773 -1.536222 8.095441 1.5960 -0.4364 -0.7042
C 2.972230 -1.305415 7.312704 0.5161 1.2035 0.1028
C 2.100727 -2.137628 9.334030 0.8534 -0.9530 1.6740
H 0.517222 -0.952572 6.576939 0.3181 0.0953 0.0439
H 3.627244 -0.686380 7.925780 0.1711 0.3964 -0.0203
H 2.730446 -0.724255 6.422810 0.0694 -0.3251 -0.1042
H 3.610992 -2.163936 7.105289 -0.5910 -0.4972 -0.2887
H 2.751184 -1.523747 9.957045 -0.4141 0.8713 0.1967
H 1.300758 -2.539616 9.955765 -0.3279 0.4231 -0.5381
H 2.821216 -2.944683 9.201081 -0.2497 -0.6249 -0.5636
C -0.980224 5.095949 2.766750 0.1806 -1.7734 0.0767
O -2.161121 5.266372 2.636122 -0.9136 0.3084 -0.0190
N -0.035028 6.008649 2.804006 2.4643 3.7921 0.0288
C 1.418033 5.680982 2.929172 -1.0314 0.1327 0.1849
C -0.322859 7.473693 2.706379 -0.9378 -0.5142 -0.9923
H -0.479296 4.122681 2.885176 -0.5341 -0.5529 -0.0914
H 1.528175 4.597362 2.887421 0.0162 0.0659 0.5423
H 1.786461 6.166605 3.832786 0.0186 -0.5594 0.3860
H 2.107783 6.053931 2.172038 -0.7009 0.3256 -0.6927
H -0.053703 7.798644 1.701364 1.0478 0.3366 0.2240
H -1.368238 7.773126 2.631305 -0.5001 -1.1668 0.4554
H 0.008791 8.106403 3.529652 0.8500 -0.3957 -0.1106

24
Properties=species:S:1:pos:R:3:forces:R:3 method="wB97M-V/def2-TZVPD" e_lumo_ev=0.97 multiplicity=1 de_lowest_kcal_mol=15.6 orbital_gap_ev=9.6 mol_weight_g_mol=129.2 energy_ha=-401.86247 homo_energy_ev=-8.63
C 2.869755 -0.462792 -1.018286 0.0583 -0.0058 -0.0493
N 1.678975 0.263085 -0.657575 -0.8541 -0.4225 0.5042
C 1.061641 0.000863 0.436432 1.9891 1.4453 0.5789
N 1.463300 -0.868545 1.447597 0.0768 -0.2696 -0.4252
C -0.185181 0.768764 0.732871 -0.6023 -2.7951 -0.9814
N -0.123567 2.074655 0.201449 -0.0450 0.5262 -0.2203
C -1.177388 -0.368784 -0.013383 -0.9610 1.3945 0.6051
C -2.410161 -0.558276 0.869928 0.1180 -0.0234 -0.2838
C -1.553346 0.123095 -1.405026 0.1688 -0.2381 0.2381
H 3.667960 -0.359010 -0.272454 0.0455 0.0136 0.0168
H 2.678576 -1.533617 -1.156289 0.0348 0.0007 -0.0568
H 3.232938 -0.052568 -1.964614 0.0804 -0.1942 0.1597
H 2.334629 -1.355549 1.305454 -0.0085 0.0637 -0.0691
H 1.357378 -0.539673 2.395309 -0.2075 0.0056 -0.1426
H -0.435618 0.771704 1.799573 0.0705 -0.0629 -0.1540
H 0.397416 2.053219 -0.674423 -0.2577 0.1227 0.1572
H -1.031041 2.514414 0.106140 0.1574 -0.0705 -0.1322
H -0.722340 -1.358559 -0.134559 0.4321 0.3545 0.2916
H -2.125903 -0.970485 1.836794 -0.0519 -0.0058 0.1179
H -2.923846 0.391549 1.027474 -0.0235 0.0572 0.0558
H -3.115483 -1.241576 0.399310 -0.1232 -0.0999 0.0214
H -2.142254 -0.630981 -1.924857 -0.0699 -0.0741 -0.0368
H -0.650948 0.307181 -1.981569 0.0485 0.1012 -0.1521
H -2.145491 1.031884 -1.355298 -0.0755 0.1765 -0.0433

69
Properties=species:S:1:pos:R:3:forces:R:3 method="wB97M-V/def2-TZVPD" e_lumo_ev=-4.26 multiplicity=1 orbital_gap_ev=7.6 mol_weight_g_mol=504.5 energy_ha=-2195.09622 total_charge=+1 homo_energy_ev=-11.81
C 4.128896 -2.078711 -0.749295 0.0569 -0.3614 -0.1700
C 3.268058 -2.994826 -1.217386 -0.1979 0.1306 0.0413
C 1.778789 -3.024862 -0.928024 0.4601 1.0023 -1.1443
C 1.269865 -1.636317 -0.641802 -0.5096 -0.1972 0.0584
C 0.919138 -0.790582 -1.698214 0.1839 0.1154 0.8879
C 1.039318 -1.337761 -3.091595 0.7162 0.0891 0.0654
O 0.129713 -1.704644 -3.730766 -1.0069 -0.4580 -0.4355
O 2.342246 -1.463159 -3.563037 0.2429 0.6087 0.3950
P 2.914493 -0.244119 -4.481984 -0.1457 0.1906 -0.9118
O 1.976127 0.207650 -5.508769 -0.1142 0.1110 -0.0036
C 0.458797 0.513925 -1.467009 0.0603 -0.0318 -0.0186
C 0.109826 1.359171 -2.671220 0.1207 -0.4859 -0.6397
C -1.325565 1.094374 -3.153680 -0.1345 0.3504 0.4943
C -2.435628 1.559635 -2.199894 -0.5619 -0.8516 0.0924
C -3.345017 0.383663 -1.818311 -0.2718 -0.0585 -0.0084
C -4.663147 0.823905 -1.172562 0.2965 -0.0703 0.2105
O -5.006176 0.001739 -0.065842 -0.3770 0.0136 0.0134
C -4.887810 0.650814 1.173285 0.5116 0.0869 0.1864
C 0.336235 0.931469 -0.137444 0.6367 0.4684 -0.5525
P -0.268223 2.620071 0.476653 -1.0347 0.4541 1.0411
N 1.086712 3.126749 1.411435 -0.0263 -0.4235 -0.8303
O -0.280067 3.705606 -0.742304 0.7200 -0.5870 -0.0391
N 0.628117 0.061659 0.855306 -0.2435 -0.4689 0.1252
O 0.458426 0.507961 2.147828 0.0635 0.2875 -0.4470
C -0.880319 0.280807 2.677833 -0.8276 0.2098 0.7687
C -0.988332 1.100823 3.959113 0.3860 0.3093 -0.3866
C -1.465532 2.552815 3.762633 0.2299 -0.5880 0.3577
C 1.111323 -1.202260 0.676765 0.2575 -0.5627 -0.5913
N 1.402156 -2.092108 1.726422 -0.6122 0.9533 0.4186
C 0.230240 -2.827234 2.262834 0.2161 -0.8915 -0.3925
C 2.316427 -1.609087 2.771458 0.8742 0.1408 0.0073
C 3.761376 -2.015873 2.625305 -0.5718 -0.7668 -0.4108
O 1.950651 -0.992136 3.719218 -0.5987 -0.0788 0.4572
H 3.966429 -1.006548 -0.788143 -0.6659 0.0089 1.2264
H 5.067329 -2.421108 -0.329379 0.7336 0.2415 -1.2610
H 3.618167 -3.813319 -1.839263 0.2929 -0.8212 1.1248
H 1.230344 -3.467097 -1.759643 -0.1593 -0.0363 0.0060
H 1.678520 -3.678624 -0.068658 -0.1233 -0.0179 0.1193
H 3.247839 0.813282 -3.615009 0.1442 -0.3525 0.3329
H 4.114047 -0.783741 -4.954225 0.0183 -0.1723 0.3492
H 0.357064 2.407728 -2.587045 -0.2112 0.1222 0.2976
H 0.737135 1.003627 -3.489913 0.1297 0.0955 -0.0879
H -1.406956 0.019164 -3.289271 -0.0850 -0.0814 -0.0741
H -1.476290 1.531095 -4.137142 0.2119 0.1155 -0.0901
H -3.077959 2.314627 -2.649391 0.2308 0.2518 -0.1288
H -2.073101 1.968105 -1.259068 0.1889 0.2719 -0.0684
H -3.558271 -0.217514 -2.701780 0.0176 -0.0591 -0.0794
H -2.851233 -0.287215 -1.109709 0.1515 0.0066 0.0126
H -5.487477 0.767421 -1.880236 -0.0360 0.0785 -0.1105
H -4.557465 1.860759 -0.841654 -0.1413 0.0909 0.0152
H -5.321460 1.653102 1.173649 -0.1084 0.0335 -0.1056
H -3.826322 0.747795 1.447626 0.0022 0.1130 0.0711
H -5.373832 0.072249 1.953359 -0.1169 -0.2192 -0.1251
H 1.879192 2.501170 1.342851 0.1873 0.2114 0.2245
H 1.355860 4.068557 1.148990 0.0770 0.0606 0.2292
H 0.614800 3.875885 -1.074117 -0.1219 0.2495 -0.1799
H -1.049162 -0.758748 2.933389 0.3865 -0.2125 -0.2803
H -1.634346 0.609904 1.963000 0.1361 -0.0649 -0.2775
H 0.015573 1.096336 4.383748 -0.0229 -0.0871 0.2915
H -1.632926 0.571802 4.655532 -0.0799 -0.1424 -0.0408
H -0.607513 3.215117 3.797052 -0.0531 0.2577 -0.2333
H -1.992039 2.650983 2.818869 -0.0963 0.2196 -0.0454
H -2.134164 2.825807 4.573123 -0.0823 0.1294 0.0217
H -0.708771 -2.494693 1.835242 -0.0782 0.2639 0.0957
H 0.211196 -2.805352 3.347370 -0.0996 0.3411 0.0734
H 0.326724 -3.875367 1.975247 0.0360 -0.0689 0.0041
H 4.057148 -2.451839 3.575095 0.2142 0.3297 0.2017
H 3.832478 -2.809285 1.888727 0.2135 0.1238 -0.2344
H 4.388329 -1.173221 2.353825 0.1107 0.0792 0.0867

55
Properties=species:S:1:pos:R:3:forces:R:3 method="wB97M-V/def2-TZVPD" e_lumo_ev=4.52 multiplicity=1 orbital_gap_ev=6.2 mol_weight_g_mol=554.6 energy_ha=-3483.04092 total_charge=-2 homo_energy_ev=-1.65
Mg -1.642255 -0.659142 0.436382 0.1114 0.1886 0.4943
Cl 2.425720 -0.846446 -0.066230 0.0253 -0.0759 0.0520
C 2.706816 -2.479901 0.454684 0.0105 0.1069 -0.0750
C 4.028925 -2.878604 0.546948 -0.0365 -0.0519 0.0215
C 4.342979 -4.172750 0.929902 -0.0139 0.0008 -0.0033
C 3.303695 -5.046801 1.208563 0.0356 -0.0020 -0.0066
C 1.991725 -4.623521 1.107136 -0.0389 -0.1378 0.0769
Cl 0.773854 -5.816695 1.487131 0.0240 0.0356 -0.0118
C 1.601224 -3.316849 0.730690 0.0117 0.1509 0.0073
S -0.070136 -2.889281 0.650889 -0.1370 -0.0285 -0.0130
H 4.801667 -2.160438 0.310238 0.0327 0.0160 -0.0027
H 5.373522 -4.494706 1.004430 0.0155 -0.0060 0.0041
H 3.494179 -6.068812 1.507980 0.0249 -0.0023 0.0006
O -3.000017 0.765864 -2.710607 0.0909 0.0380 -0.1704
P -3.719797 0.208187 -1.400944 -0.0587 -0.4142 0.2365
O -5.193073 0.312497 -1.555172 0.0018 0.0485 0.0316
O -3.029699 0.740728 -0.170565 0.1648 0.1789 -0.1541
O -3.275289 -1.375974 -1.390404 -0.1661 -0.0419 -0.1397
P -3.826734 -2.409582 -0.182343 0.2041 0.1815 -0.1893
O -5.342282 -1.945774 -0.032174 -0.2742 0.0241 0.0876
O -3.730886 -3.804186 -0.623667 -0.0172 -0.0702 -0.0150
O -3.014535 -1.927501 1.013686 -0.0601 -0.1207 -0.0540
H -2.069848 0.977470 -2.519206 -0.0077 0.0046 0.0752
H -5.531110 -1.092716 -0.489521 0.0455 -0.0265 -0.0072
C 1.593760 4.434512 -2.029868 -0.0006 0.0293 -0.0002
C 1.037896 3.048493 -1.804516 0.0242 0.0579 0.0085
C 0.949954 2.162522 -2.871376 -0.0169 -0.0464 -0.0181
C 0.421701 0.888793 -2.638774 -0.0542 0.1118 -0.0350
C 0.352914 -0.139582 -3.738999 -0.0199 -0.0107 -0.0171
C -0.010278 0.556238 -1.374485 -0.0812 -0.0649 -0.0507
C 0.080631 1.414370 -0.223621 0.0592 -0.0287 -0.1106
C 0.623015 2.699380 -0.527968 0.0104 0.0015 0.1049
N -0.346716 0.883748 0.926707 -0.0921 -0.0675 -0.1061
C -0.301376 1.421027 2.280975 0.0406 -0.0660 -0.1020
C 0.686429 0.563963 3.086128 0.0262 -0.0267 0.0096
C 0.090565 2.890607 2.464729 0.0076 0.0358 0.0672
C -1.704843 1.243296 2.872875 -0.0587 -0.0186 0.1303
H 1.914466 4.566384 -3.064341 -0.0060 -0.0045 -0.0106
H 2.453717 4.627505 -1.383847 0.0012 -0.0135 0.0166
H 0.844465 5.199025 -1.809448 -0.0054 -0.0002 -0.0031
H 1.293408 2.447327 -3.859799 -0.0030 -0.0002 -0.0095
H 0.688973 0.282392 -4.687583 0.0004 -0.0048 -0.0030
H -0.663922 -0.516447 -3.871167 0.0065 0.0066 0.0056
H 0.982517 -0.999265 -3.499434 0.0181 0.0081 0.0112
H -0.295424 -0.493099 -1.242413 0.1290 0.0822 -0.0182
H 0.722719 3.449647 0.239448 0.0101 -0.0094 -0.0393
H 1.698947 0.701118 2.704042 0.0488 0.0219 -0.0273
H 0.443631 -0.494435 2.977958 -0.0396 -0.0117 -0.0111
H 0.668624 0.829006 4.148993 0.0018 0.0089 0.0110
H 1.116576 3.078097 2.148814 0.0053 -0.0159 0.0160
H 0.023941 3.135422 3.529038 -0.0133 0.0019 0.0022
H -0.579679 3.558620 1.922950 -0.0197 -0.0001 -0.0275
H -2.016069 0.193165 2.862488 0.0524 -0.0229 -0.0100
H -2.441207 1.804015 2.296612 0.0139 0.0341 -0.0199
H -1.727966 1.569080 3.918060 -0.0336 0.0159 -0.0091